ORCA calculation (wB97M-V/def2-TZVPD) on C38H94BaN2O17 as an isolated structure.

Calculated values
**Charge**: 0
**Max |F|**: 0.08587 hartree/bohr
**E_tot**: -2918.37780 Ha
**LUMO**: -0.174 eV

```
152
C38H94BaN2O17 | the OMol25 dataset | wB97M-V/def2-TZVPD
Ba 0.589 0.796 0.678
O 1.795 5.058 -1.499
C 1.265 3.862 -1.653
O 0.423 3.758 -2.547
O 1.517 2.911 -0.898
H 1.163 5.288 -2.184
O -3.040 -1.883 1.463
C -1.963 -1.119 1.365
O -2.059 0.086 1.464
O -0.812 -1.642 1.156
H -2.629 -2.750 1.494
C 0.692 0.176 5.741
C -0.042 -0.188 4.448
O 0.841 0.045 3.387
H 0.007 -0.198 6.502
H 0.843 1.227 5.984
H 1.589 -0.405 5.958
H -0.927 0.410 4.233
H -0.309 -1.243 4.506
H 1.616 -0.518 3.455
C -0.769 -1.452 -3.019
C 0.523 -1.410 -2.281
O 0.723 -0.118 -1.792
H -0.890 -0.631 -3.726
H -1.534 -1.362 -2.248
H -0.893 -2.457 -3.421
H 1.370 -1.734 -2.886
H 0.436 -2.116 -1.455
H 1.024 0.409 -2.536
C -1.583 3.097 5.482
C -3.050 2.683 5.485
O -3.854 3.215 4.456
H -1.056 2.648 6.324
H -1.628 4.181 5.580
H -1.068 2.872 4.548
H -3.518 2.804 6.462
H -2.960 1.604 5.359
H -3.472 3.376 3.590
C 2.248 -3.497 4.580
C 2.406 -3.098 3.106
O 2.927 -1.787 3.138
H 3.204 -3.374 5.087
H 1.924 -4.536 4.643
H 1.568 -2.888 5.175
H 1.570 -3.198 2.414
H 3.091 -3.775 2.594
H 3.829 -1.936 3.431
C -2.946 3.028 -2.681
C -2.397 1.722 -2.205
O -1.462 1.987 -1.244
H -2.152 3.611 -3.147
H -3.350 3.643 -1.877
H -3.584 2.859 -3.548
H -2.105 1.045 -3.008
H -3.261 1.238 -1.751
H -0.828 2.607 -1.611
C 4.222 0.530 -1.185
C 4.127 -0.602 -0.164
O 2.903 -0.558 0.549
H 4.471 1.449 -0.653
H 3.273 0.700 -1.694
H 4.971 0.395 -1.966
H 4.921 -0.500 0.576
H 4.110 -1.597 -0.610
H 3.041 -1.208 1.242
C -0.993 5.299 2.409
C -0.187 4.333 1.553
O -0.544 3.015 1.951
H -2.004 5.263 2.003
H -0.740 6.336 2.188
H -0.942 5.015 3.460
H 0.893 4.470 1.618
H -0.456 4.448 0.503
H -1.490 2.943 1.804
C -4.743 4.202 1.248
C -4.353 2.712 1.162
O -3.159 2.547 1.910
H -3.939 4.837 0.879
H -4.958 4.441 2.290
H -5.608 4.363 0.605
H -4.181 2.449 0.119
H -5.110 2.027 1.543
H -2.943 1.612 1.950
C 2.865 3.324 3.971
C 3.457 2.367 2.915
O 2.711 2.578 1.720
H 3.247 4.344 3.927
H 2.910 2.952 4.995
H 1.781 3.255 3.885
H 3.394 1.341 3.278
H 4.492 2.671 2.755
H 2.992 3.429 1.375
C 4.067 0.570 -4.837
C 3.422 1.916 -5.224
C 4.095 2.533 -6.413
C 3.734 1.980 -7.792
C 2.177 2.001 -7.915
C 1.429 1.273 -6.658
N 1.930 1.741 -5.394
O 1.243 1.389 -4.258
C -0.001 1.876 -6.785
C 1.350 -0.244 -6.783
C 3.574 2.861 -3.970
H 3.957 -0.201 -5.599
H 3.398 0.175 -4.072
H 5.081 0.651 -4.443
H 3.878 3.600 -6.469
H 5.178 2.512 -6.292
H 4.119 0.962 -7.854
H 4.141 2.611 -8.581
H 1.977 1.597 -8.907
H 1.911 3.057 -7.895
H -0.419 1.810 -7.789
H -0.735 1.459 -6.095
H -0.021 2.955 -6.631
H 0.929 -0.771 -5.927
H 0.715 -0.648 -7.572
H 2.302 -0.729 -6.998
H 4.574 3.288 -3.899
H 3.435 2.458 -2.967
H 2.933 3.740 -4.043
H 0.924 2.259 -4.007
C -1.807 -6.953 -0.054
C -2.432 -5.584 0.302
C -3.909 -5.815 0.577
C -4.236 -6.436 1.916
C -3.665 -5.627 3.036
C -2.144 -5.284 2.834
N -1.831 -4.854 1.444
O -0.489 -4.482 1.335
C -1.870 -4.085 3.771
C -1.208 -6.503 3.223
C -2.389 -4.649 -0.948
H -0.721 -7.040 -0.093
H -2.291 -7.428 -0.907
H -1.897 -7.770 0.661
H -4.386 -4.834 0.590
H -4.393 -6.286 -0.279
H -3.795 -7.428 1.818
H -5.308 -6.553 2.072
H -3.829 -6.124 3.993
H -4.282 -4.734 3.140
H -0.838 -3.772 3.617
H -2.473 -3.206 3.540
H -2.029 -4.271 4.833
H -0.186 -6.168 3.050
H -1.340 -6.838 4.252
H -1.408 -7.383 2.611
H -2.917 -4.894 -1.869
H -1.339 -4.582 -1.234
H -2.791 -3.680 -0.653
H -0.565 -3.525 1.316
```